*i*
Density functional theory data (ωB97M-V/def2-TZVPD) for C4H7FN2O in the gas phase.

Computed properties:
HOMO level = -9.41 eV
Lowest unoccupied orbital energy = 0.776 eV

Last column: Löwdin charge in e.
Cartesian coordinates (Å):
F (-2.652, -0.451, -0.720)  -0.040
O (1.236, 1.725, -0.356)  -0.072
N (-0.140, 1.626, -0.075)  0.058
N (1.417, -0.986, -0.915)  0.028
C (0.122, -0.910, -0.238)  -0.197
C (-2.063, 0.269, 0.295)  -0.149
C (-0.556, 0.462, 0.000)  -0.231
C (1.412, -1.141, 0.477)  -0.176
H (-2.570, 1.219, 0.290)  0.108
H (1.799, -0.058, -1.150)  0.095
H (-2.216, -0.212, 1.287)  0.132
H (1.783, -0.353, 1.132)  0.113
H (1.371, 2.662, -0.578)  0.108
H (-0.582, -1.738, -0.263)  0.132
H (1.638, -2.115, 0.812)  0.089

*ii*
Density functional theory data (ωB97M-V/def2-TZVPD) for C4H7FN2O in the gas phase.

Computed properties:
HOMO level = -9.50 eV
Lowest unoccupied orbital energy = 0.911 eV

Last column: Löwdin charge in e.
Cartesian coordinates (Å):
F (4.018, -0.516, -0.194)  0.029
O (-0.459, -0.511, 0.047)  -0.061
N (-2.231, 1.055, -0.179)  0.143
N (-2.574, -1.225, -0.261)  0.145
C (1.840, -0.135, 0.434)  -0.038
C (-1.794, -0.124, -0.124)  -0.565
C (0.510, 0.545, 0.210)  -0.189
C (2.838, 0.061, -0.402)  -0.155
H (1.935, -0.691, 1.336)  0.113
H (2.773, 0.603, -1.359)  0.133
H (-2.288, -2.013, 0.284)  0.097
H (-3.546, -1.046, -0.267)  0.089
H (-1.523, 1.684, 0.086)  0.003
H (0.132, 1.097, 1.066)  0.116
H (0.369, 1.217, -0.677)  0.139

Which structure is most stable? *ii*, by 0.0813 hartree over the runner-up.

*i*
Density functional theory data (ωB97M-V/def2-TZVPD) for 2 unconnected molecules or ions with the total composition HN3O.

Computed properties:
HOMO level = -11.55 eV
Lowest unoccupied orbital energy = -0.862 eV

Last column: Löwdin charge in e.
Cartesian coordinates (Å):
O (0.413, -1.081, -0.032)  -0.156
N (1.328, 0.018, 0.240)  0.036
N (-0.464, -0.027, -0.505)  -0.083
N (0.421, 0.894, 0.006)  -0.089
H (-1.697, 0.195, 0.291)  0.292

*ii*
Density functional theory data (ωB97M-V/def2-TZVPD) for 2 unconnected molecules or ions with the total composition HN3O.

Computed properties:
HOMO level (alpha / beta) = -9.33 / -9.33 eV
Lowest unoccupied orbital energy (alpha / beta) = -0.482 / -0.482 eV

Last column: Löwdin charge in e.
Cartesian coordinates (Å):
O (-0.330, 1.367, -0.240)  -0.069
N (2.256, 0.664, 0.219)  0.003
N (0.307, 0.310, -0.258)  -0.073
N (2.995, 1.475, 0.243)  0.107
H (0.181, -0.348, 0.456)  0.031

Which structure is most stable? *ii*, by 0.1433 hartree over the runner-up.

*i*
Density functional theory data (ωB97M-V/def2-TZVPD) for 3 unconnected molecules or ions with the total composition C4H11NP2.

Computed properties:
HOMO level = -6.70 eV
Lowest unoccupied orbital energy = 0.599 eV

Last column: Löwdin charge in e.
Cartesian coordinates (Å):
P (1.477, -1.397, 0.048)  0.807
P (1.227, 1.701, 0.097)  0.863
N (0.003, -0.656, 0.288)  -0.622
C (-1.119, -1.529, 0.257)  -0.174
C (-1.555, 1.243, 0.468)  -0.101
C (-0.192, 0.600, 0.261)  -0.670
C (2.433, 0.300, -0.238)  -0.636
H (-1.708, -1.379, 1.171)  0.088
H (-0.864, -2.647, 0.138)  0.097
H (-1.495, 2.317, 0.368)  0.050
H (2.490, 0.327, -1.357)  -0.003
H (-1.859, -1.229, -0.596)  0.116
H (0.411, -1.130, -1.798)  -0.010
H (0.153, -0.326, -1.978)  0.060
H (3.393, 0.456, 0.278)  0.014
H (-2.101, 0.932, 1.410)  0.092
H (1.550, 1.669, 1.498)  -0.059
H (-2.243, 0.747, -0.316)  0.089

*ii*
Density functional theory data (ωB97M-V/def2-TZVPD) for C4H11NP2 in the gas phase.

Computed properties:
HOMO level (alpha / beta) = -8.91 / -8.56 eV
Lowest unoccupied orbital energy (alpha / beta) = -1.406 / -0.928 eV

Last column: Löwdin charge in e.
Cartesian coordinates (Å):
P (0.196, 2.566, -0.591)  0.273
P (-0.674, 0.673, -1.307)  0.867
N (-0.730, 2.632, 0.619)  -0.326
C (-1.034, -0.654, 1.290)  -0.123
C (-0.390, -1.812, -0.886)  -0.197
C (1.342, -0.286, 0.363)  -0.118
C (-0.175, -0.601, 0.015)  -0.844
H (-1.158, 0.306, 1.816)  0.053
H (1.438, -0.947, 1.316)  0.107
H (0.286, -1.593, -1.769)  0.068
H (-2.078, -1.060, 0.996)  0.102
H (1.515, 2.850, -0.758)  -0.080
H (0.002, 3.605, -1.550)  -0.058
H (-0.075, -2.691, -0.464)  0.049
H (1.401, 0.744, 0.704)  0.018
H (2.124, -0.426, -0.288)  0.037
H (-1.367, -1.857, -1.479)  0.086
H (-0.622, -1.448, 1.973)  0.085

Which structure is most stable? *i*, by 0.0628 hartree over the runner-up.

*i*
Density functional theory data (ωB97M-V/def2-TZVPD) for a molecular structure, C13H23I2OP2Ru.

Computed properties:
HOMO level (alpha / beta) = -13.80 / -15.67 eV
Total charge = +2
Spin multiplicity = 6
Lowest unoccupied orbital energy (alpha / beta) = -7.823 / -10.183 eV

Last column: Löwdin charge in e.
Cartesian coordinates (Å):
I (-1.519, 1.219, 2.099)  0.869
I (0.991, -1.267, -1.742)  0.823
Ru (0.310, 0.187, 0.450)  0.284
P (-1.427, -1.664, 0.621)  0.624
P (1.224, 1.905, -0.890)  0.657
O (2.144, -1.731, 1.852)  0.142
C (2.775, 1.343, 2.460)  -0.130
C (-1.892, -2.807, -0.753)  -0.300
C (3.450, 2.019, 3.497)  -0.020
C (2.997, 2.310, -0.683)  -0.217
C (1.078, 3.058, 2.437)  -0.222
C (-3.124, -1.331, 1.282)  -0.345
C (1.581, 1.849, 1.971)  -0.231
C (1.449, -0.945, 1.325)  -0.453
C (0.275, 3.471, -0.827)  -0.230
C (-0.787, -2.856, 1.858)  -0.250
C (2.975, 3.257, 3.926)  -0.032
C (1.298, 1.773, -2.741)  -0.334
C (1.804, 3.790, 3.384)  -0.033
H (0.102, 3.431, 2.124)  0.030
H (0.316, 1.503, -3.139)  0.044
H (1.609, 2.743, -3.155)  0.070
H (-2.712, -3.453, -0.402)  0.068
H (-0.556, -2.317, 2.787)  0.058
H (0.126, -3.332, 1.473)  0.054
H (3.309, 3.018, -1.468)  0.077
H (-3.724, -2.250, 1.304)  0.072
H (-3.597, -0.588, 0.631)  0.046
H (-1.035, -3.422, -1.053)  0.025
H (3.182, 2.737, 0.309)  0.043
H (2.028, 1.006, -3.028)  0.006
H (3.569, 1.376, -0.793)  0.067
H (-0.768, 3.246, -1.087)  0.060
H (4.357, 1.582, 3.923)  0.131
H (3.513, 3.805, 4.698)  0.128
H (-3.031, -0.913, 2.296)  -0.027
H (0.689, 4.178, -1.562)  0.073
H (-2.236, -2.221, -1.612)  0.049
H (1.453, 4.783, 3.668)  0.130
H (3.224, 0.433, 2.068)  0.090
H (-1.555, -3.618, 2.048)  0.076
H (0.309, 3.914, 0.172)  0.024

*ii*
Density functional theory data (ωB97M-V/def2-TZVPD) for a molecular structure, C13H23I2OP2Ru.

Computed properties:
HOMO level (alpha / beta) = -14.63 / -15.76 eV
Total charge = +2
Spin multiplicity = 6
Lowest unoccupied orbital energy (alpha / beta) = -6.674 / -10.360 eV

Last column: Löwdin charge in e.
Cartesian coordinates (Å):
I (-0.188, 1.393, -2.433)  0.616
I (0.028, -2.254, -2.596)  0.491
Ru (0.007, 0.350, -0.051)  0.500
P (-2.184, -0.174, -0.211)  0.607
P (2.226, -0.080, -0.239)  0.629
O (-0.134, 3.106, 1.148)  0.164
C (3.126, -0.659, -1.702)  -0.281
C (3.071, 1.431, 0.298)  -0.227
C (0.029, -2.277, 3.280)  -0.026
C (0.012, -1.630, 2.043)  -0.177
C (-3.110, 1.329, 0.233)  -0.225
C (-0.049, 2.041, 0.666)  -0.404
C (-2.856, -1.369, 0.968)  -0.227
C (0.001, 0.522, 3.196)  -0.054
C (2.901, -1.251, 0.964)  -0.232
C (-3.014, -0.791, -1.704)  -0.314
C (0.000, -0.235, 2.008)  -0.277
C (0.033, -1.547, 4.467)  0.001
C (0.020, -0.152, 4.431)  -0.014
H (4.150, 1.228, 0.258)  0.080
H (3.990, -1.239, 0.814)  0.074
H (-3.939, -1.377, 0.787)  0.073
H (-2.857, 1.596, 1.268)  0.062
H (2.765, 1.631, 1.335)  0.060
H (4.142, -1.049, -1.498)  0.084
H (-2.397, -1.612, -2.127)  -0.101
H (-4.032, -1.163, -1.490)  0.079
H (2.617, -0.932, 1.975)  0.056
H (-0.010, 1.619, 3.164)  0.107
H (-4.173, 1.064, 0.171)  0.077
H (0.010, -2.212, 1.116)  0.091
H (-2.422, -2.347, 0.724)  0.066
H (2.497, -1.499, -2.061)  -0.091
H (-3.075, 0.021, -2.433)  0.037
H (0.041, -3.361, 3.296)  0.130
H (2.496, -2.245, 0.736)  0.064
H (-2.611, -1.065, 1.995)  0.060
H (0.051, -2.057, 5.428)  0.136
H (-2.882, 2.155, -0.458)  0.056
H (2.805, 2.267, -0.366)  0.061
H (0.027, 0.422, 5.362)  0.133
H (3.146, 0.162, -2.434)  0.057

Which structure is most stable? *ii*, by 0.0416 hartree over the runner-up.